Record 1
{
  "formula": "C2H5NS",
  "method": "wB97M-V/def2-TZVPD",
  "symbols": ["N", "C", "C", "H", "S", "H", "H", "H", "H"],
  "positions_angstrom": [[-2.0306, 0.3762, -0.8126], [-0.8886, -1.2921, 0.2385], [0.5218, 0.9557, 0.1512], [0.5312, 2.0026, 0.3926], [-1.2382, 0.4882, 0.4758], [-0.1342, -1.4842, -0.6378], [0.8570, 0.7408, -0.7578], [1.1063, 0.5774, 0.9355], [-1.5610, -2.0289, 0.6458]],
  "atomic_forces_ev_per_a": [[-0.8, -1.2, -1.2], [0.9, 1.9, -1.9], [-2.5, 1.9, 4.0], [0.1, 0.9, -0.6], [2.4, -1.7, 1.0], [-1.9, 0.3, 1.9], [1.1, -1.0, -3.9], [0.9, -1.1, 1.0], [-0.2, 0.0, -0.3]],
  "fmax_ev_per_a": 5.118,
  "e_above_lowest_kcal_mol": 131.90,
  "homo_ha": [-0.3189, -0.3059],
  "smiles": "C=S(C)#N"
}



Record 2
{
  "formula": "C2H5NS",
  "method": "wB97M-V/def2-TZVPD",
  "symbols": ["H", "H", "C", "H", "S", "C", "N", "H", "H"],
  "positions_angstrom": [[-0.0821, 1.6851, 0.6289], [-1.0874, -1.0986, -1.2021], [-0.3154, 0.9623, -0.0791], [1.1340, -0.8059, -0.3143], [-1.9933, 0.3000, 0.1129], [0.3608, -0.3431, 0.3175], [-1.1943, -1.2465, -0.1337], [0.4092, -0.5456, 1.4263], [-0.1097, 1.2584, -1.1598]],
  "atomic_forces_ev_per_a": [[0.4, 1.9, 0.8], [0.1, -1.2, 1.8], [-0.1, -0.9, -1.8], [-0.1, 0.5, 0.6], [-0.1, 0.7, 0.6], [-3.5, -2.9, -0.4], [3.1, 1.8, -1.7], [0.2, 0.3, -1.4], [-0.1, -0.2, 1.5]],
  "fmax_ev_per_a": 4.553,
  "e_above_lowest_kcal_mol": 61.98,
  "homo_ha": -0.3115
}



Record 3
{
  "formula": "C2H5NS",
  "method": "wB97M-V/def2-TZVPD",
  "symbols": ["H", "S", "H", "C", "H", "C", "H", "H", "N"],
  "positions_angstrom": [[-0.3248, 1.4998, 0.9523], [2.3774, -0.0358, -0.1215], [-1.3761, -0.6772, 0.9838], [-0.6331, 1.0807, -0.0046], [1.2832, -1.8308, -0.4049], [-1.0519, -0.1868, 0.0788], [-1.1720, -0.5370, -0.8631], [-0.2553, 1.6777, -0.7869], [1.1525, -0.9906, 0.1662]],
  "atomic_forces_ev_per_a": [[-0.4, 0.5, 0.1], [-0.6, -0.5, 0.2], [0.3, 0.0, -0.1], [0.1, -0.5, 3.4], [-0.1, -0.2, -0.1], [-0.4, 3.2, 0.5], [-0.9, -2.3, -2.5], [-0.1, -0.1, -1.4], [2.1, -0.1, 0.0]],
  "fmax_ev_per_a": 3.534,
  "e_above_lowest_kcal_mol": 90.70,
  "homo_ha": [-0.3122, -0.3151],
  "smiles": "C=C.N=S"
}



Record 4
{
  "formula": "C2H5NS",
  "method": "wB97M-V/def2-TZVPD",
  "symbols": ["N", "H", "H", "S", "H", "C", "H", "H", "C"],
  "positions_angstrom": [[1.8045, 0.5881, 1.5072], [-2.7397, -0.2622, -0.3911], [1.1954, 0.3292, 2.2615], [2.8975, -0.5683, -0.7375], [-1.1321, 0.7162, -0.0985], [-1.6832, -0.1077, -0.7285], [-1.0919, -0.9559, -0.4733], [-1.5785, 0.1139, -1.8556], [2.3281, 0.1467, 0.5158]],
  "atomic_forces_ev_per_a": [[1.0, 0.2, -1.3], [1.0, 0.3, -0.4], [0.1, -0.1, -0.2], [0.6, 0.0, -0.9], [-1.5, -1.1, -1.4], [0.6, 2.1, 0.0], [0.2, -1.0, -0.1], [-0.3, -0.3, 1.9], [-1.8, -0.2, 2.4]],
  "fmax_ev_per_a": 2.967,
  "e_above_lowest_kcal_mol": 17.41,
  "homo_ha": -0.3552,
  "smiles": "N=C=S.C"
}



Record 5
{
  "formula": "C2H5NS2",
  "method": "wB97M-V/def2-TZVPD",
  "symbols": ["N", "S", "H", "H", "H", "C", "H", "S", "H", "C"],
  "positions_angstrom": [[-2.0385, -0.3470, 1.7853], [-1.6216, -0.7965, 0.4006], [1.5556, -0.4589, -1.3330], [0.2058, 0.2957, -1.7101], [1.2280, 0.9955, -0.6776], [0.1989, -0.5477, 0.3736], [-2.8494, -0.8243, 2.0777], [-0.1259, -2.3179, 0.3336], [0.3638, -0.1334, 1.5302], [0.7892, 0.0671, -0.8371]],
  "atomic_forces_ev_per_a": [[0.7, 0.8, 1.0], [0.8, 0.2, -1.3], [1.2, -1.4, 0.1], [-1.5, -0.3, 0.0], [0.8, 1.9, 1.0], [-1.3, 0.3, 2.8], [-1.4, -0.5, 0.5], [0.4, -0.3, 0.1], [0.1, -0.9, -3.4], [0.2, 0.3, -0.8]],
  "fmax_ev_per_a": 3.521,
  "e_above_lowest_kcal_mol": 62.63,
  "homo_ha": -0.3280
}



Record 6
{
  "formula": "C2H5NS2",
  "method": "wB97M-V/def2-TZVPD",
  "symbols": ["C", "N", "S", "H", "H", "H", "H", "S", "C", "H"],
  "positions_angstrom": [[1.4655, 0.5773, -0.2712], [0.1639, 0.8187, -0.4112], [2.3998, -0.6439, -0.6667], [-2.2860, -1.4611, 0.6125], [-0.0278, 1.6785, -0.1041], [2.1093, 1.3114, 0.4013], [-1.2202, 0.1956, 1.0086], [-0.9956, -0.1812, -1.2680], [-1.2649, -0.7876, 0.3481], [-0.3440, -1.5077, 0.3507]],
  "atomic_forces_ev_per_a": [[2.1, 1.6, 2.2], [2.0, -2.7, -3.1], [0.6, -1.9, -1.0], [2.7, 1.9, -1.1], [-1.9, 4.0, 1.1], [-2.2, -0.6, -1.3], [-0.3, -2.9, -0.8], [0.5, 2.0, -0.3], [-1.7, -2.7, 2.8], [-1.7, 1.3, 1.5]],
  "fmax_ev_per_a": 4.599,
  "e_above_lowest_kcal_mol": 66.07,
  "homo_ha": -0.3061,
  "smiles": "CSNC=S"
}



Record 7
{
  "formula": "C2H5NS2",
  "method": "wB97M-V/def2-TZVPD",
  "symbols": ["H", "H", "C", "C", "N", "H", "H", "S", "H", "S"],
  "positions_angstrom": [[-2.4310, 1.1010, 1.3691], [-0.4741, 1.4829, 1.3246], [-1.2758, 0.9571, 0.7885], [0.2425, -0.1146, -1.2658], [0.6969, -0.8366, -0.3397], [2.2583, -1.9719, 0.7471], [0.8269, 0.1291, -2.1280], [2.2265, -1.6922, -0.4811], [-0.8532, -0.1423, 1.0022], [-1.2169, 1.0875, -1.0170]],
  "atomic_forces_ev_per_a": [[3.7, -0.4, -2.2], [-0.6, 0.7, -0.4], [-1.4, -2.7, 2.5], [-0.3, 1.2, 1.2], [0.2, -0.3, 0.1], [0.0, -0.6, 2.4], [-0.1, 0.0, -1.0], [-1.2, 1.3, -2.7], [-1.6, 2.0, -0.4], [1.4, -1.3, 0.4]],
  "fmax_ev_per_a": 4.278,
  "e_above_lowest_kcal_mol": 58.10,
  "homo_ha": -0.3203,
  "smiles": "CS/C=N/S"
}



Record 8
{
  "formula": "C2H5NSi",
  "method": "wB97M-V/def2-TZVPD",
  "symbols": ["C", "H", "H", "C", "H", "H", "H", "Si", "N"],
  "positions_angstrom": [[-2.7415, 0.0297, 0.0679], [0.2133, -1.1586, 1.0267], [-0.6650, 1.6358, 1.0537], [0.2260, -0.7559, 0.0844], [1.2166, -0.5971, -0.0964], [-0.5540, 1.2322, -1.4920], [-0.0865, -1.3575, -0.7242], [-0.7992, 0.8300, -0.1364], [-3.7178, -0.5698, 0.1843]],
  "atomic_forces_ev_per_a": [[2.4, 1.1, -0.5], [-0.7, -1.3, 2.2], [0.0, 0.9, 0.0], [-2.0, 2.2, -1.3], [2.9, 0.9, -0.7], [-0.2, 0.8, -0.5], [-0.6, -1.3, -0.5], [-1.8, -3.3, 1.3], [0.0, 0.1, 0.0]],
  "fmax_ev_per_a": 3.945,
  "e_above_lowest_kcal_mol": 3.84,
  "homo_ha": -0.4246,
  "smiles": "C[SiH2]C#N"
}



Record 9
{
  "formula": "C2H5O",
  "method": "wB97M-V/def2-TZVPD",
  "symbols": ["H", "H", "O", "C", "C", "H", "H", "H"],
  "positions_angstrom": [[0.4064, -0.2945, -0.5782], [-0.4364, 1.0571, 2.0830], [-0.1460, -1.7536, -1.7139], [-0.4870, 0.5712, 1.1113], [0.5171, 0.4344, 0.2542], [0.2242, -1.2271, -2.4334], [1.3757, 1.0903, 0.3859], [-1.4538, 0.1222, 0.8912]],
  "atomic_forces_ev_per_a": [[0.0, 0.2, -0.1], [0.1, 0.5, -0.2], [0.1, 0.2, 0.0], [-0.5, -0.3, 0.2], [-0.3, 0.4, 0.0], [0.0, -0.1, -0.1], [0.4, -0.5, 0.1], [0.2, -0.4, 0.1]],
  "fmax_ev_per_a": 0.650,
  "e_above_lowest_kcal_mol": 20.28,
  "homo_ha": -0.0854,
  "total_charge": -1
}



Record 10
{
  "formula": "C2H5O",
  "method": "wB97M-V/def2-TZVPD",
  "symbols": ["H", "H", "C", "H", "O", "C", "H", "H"],
  "positions_angstrom": [[0.0846, 0.9895, -2.3175], [1.0174, -1.8702, 1.4042], [-0.0415, 0.7799, -0.1770], [-0.1097, -0.3051, 0.0082], [-0.0097, -2.0375, 1.3218], [-0.1147, 1.4791, -1.3459], [0.2200, 1.3518, 0.6175], [-0.1974, 2.5798, -1.1496]],
  "atomic_forces_ev_per_a": [[-1.0, 0.6, 0.4], [-2.9, -0.5, -0.2], [-0.3, -1.0, -3.8], [0.4, 0.1, -0.1], [2.9, 0.6, 0.1], [0.6, -0.5, 1.9], [-0.1, 1.6, 2.9], [0.5, -0.9, -1.1]],
  "fmax_ev_per_a": 3.930,
  "e_above_lowest_kcal_mol": 33.23,
  "homo_ha": -0.0823,
  "total_charge": -1
}



Record 11
{
  "formula": "C2H5O",
  "method": "wB97M-V/def2-TZVPD",
  "symbols": ["C", "H", "H", "O", "C", "H", "H", "H"],
  "positions_angstrom": [[0.1771, -0.6671, -0.2646], [1.0913, -0.6663, -0.8650], [0.4540, -1.3398, 0.5679], [-1.1379, 0.6774, 1.2452], [-0.2176, 0.7133, 0.2556], [-0.5744, 1.3039, -0.6287], [-0.5403, -1.2149, -0.8785], [0.7478, 1.1936, 0.5682]],
  "atomic_forces_ev_per_a": [[1.0, -1.1, 0.0], [0.3, 0.4, -0.3], [-0.4, 0.3, 0.0], [0.1, 0.0, -0.1], [-0.8, 0.0, 0.6], [0.2, 0.1, -0.2], [-0.5, 0.3, 0.1], [0.1, 0.1, -0.1]],
  "fmax_ev_per_a": 1.505,
  "e_above_lowest_kcal_mol": 2.04,
  "homo_ha": -0.0682,
  "total_charge": -1,
  "smiles": "CC[O-]"
}



Record 12
{
  "formula": "C2H5O",
  "method": "wB97M-V/def2-TZVPD",
  "symbols": ["O", "H", "C", "C", "H", "H", "H", "H"],
  "positions_angstrom": [[-0.2491, -0.0635, -2.5455], [1.0391, -0.1333, -0.4348], [-0.3072, -0.4614, 1.0764], [0.5659, 0.2962, 0.4321], [-0.7639, -0.0649, 1.9834], [-0.7442, -1.3160, 0.5743], [0.8155, 1.3323, 0.6305], [-0.3563, 0.4107, -1.7163]],
  "atomic_forces_ev_per_a": [[0.1, -0.1, 0.0], [-0.1, 0.2, -0.6], [-0.5, 1.1, 0.3], [0.5, -0.5, -0.4], [-0.3, -0.3, -0.1], [0.4, -0.4, 0.4], [0.1, -0.2, 0.6], [-0.2, 0.1, -0.1]],
  "fmax_ev_per_a": 1.267,
  "e_above_lowest_kcal_mol": 26.83,
  "homo_ha": -0.0738,
  "total_charge": -1
}



Record 13
{
  "formula": "C2H5O",
  "method": "wB97M-V/def2-TZVPD",
  "symbols": ["H", "C", "O", "C", "H", "H", "H", "H"],
  "positions_angstrom": [[-1.1651, 2.5174, 0.1085], [-0.3833, 1.7599, -0.2095], [-0.7954, 0.6412, -0.5988], [0.8925, 2.2664, -0.0632], [-0.3585, -6.1163, 0.3176], [1.0524, 3.1485, 0.5448], [1.7283, 1.5820, -0.2052], [-0.9708, -5.7991, 0.1058]],
  "atomic_forces_ev_per_a": [[0.0, -0.2, -0.1], [-0.1, 0.8, 0.6], [0.0, -0.3, -0.3], [0.1, -0.6, 0.1], [0.7, -0.4, 0.2], [-0.1, 0.2, -0.2], [0.1, 0.1, 0.0], [-0.7, 0.4, -0.2]],
  "fmax_ev_per_a": 0.995,
  "e_above_lowest_kcal_mol": 11.96,
  "homo_ha": -0.0712,
  "total_charge": -1
}



Record 14
{
  "formula": "C2H5O2S",
  "method": "wB97M-V/def2-TZVPD",
  "symbols": ["S", "C", "O", "H", "C", "H", "H", "H", "O", "H"],
  "positions_angstrom": [[1.4288, 0.4898, 1.5368], [-0.4190, 0.5858, 1.7265], [-1.8726, -0.4712, -2.3854], [-0.1519, -1.3834, -2.7898], [-0.6836, -0.7303, -1.9717], [1.1237, -0.1002, 0.3510], [-0.7191, 0.4235, 2.7899], [-0.7119, -0.2516, 1.0040], [-0.0063, -0.4336, -0.8575], [-0.7546, 1.5792, 1.4700]],
  "atomic_forces_ev_per_a": [[-0.7, 0.0, 0.3], [0.4, -1.3, 0.6], [2.9, -0.1, 2.0], [0.1, 0.8, 1.4], [-0.4, 0.1, 0.2], [0.8, 0.1, -0.1], [0.3, -0.2, -0.8], [-0.4, 1.6, 1.2], [-2.7, -1.1, -4.3], [-0.2, 0.0, -0.5]],
  "fmax_ev_per_a": 5.167,
  "e_above_lowest_kcal_mol": 26.41,
  "homo_ha": -0.1670,
  "total_charge": -1
}



Record 15
{
  "formula": "C2H5O2S",
  "method": "wB97M-V/def2-TZVPD",
  "symbols": ["H", "C", "H", "C", "H", "O", "H", "H", "S", "O"],
  "positions_angstrom": [[-0.9569, 0.5752, -2.4373], [1.5791, -0.3039, 1.6643], [-1.8800, -0.7801, -1.6879], [-1.1196, -0.0315, -1.5486], [-0.1861, -0.4957, -1.2428], [1.1559, 0.3155, 0.6580], [-0.4751, 1.0536, 0.4722], [2.2679, -1.1584, 1.3944], [-1.7162, 0.9531, -0.1347], [1.3311, -0.1278, 2.8623]],
  "atomic_forces_ev_per_a": [[-0.1, -0.1, 0.0], [0.0, -0.3, -0.1], [-0.1, -0.4, -0.5], [0.1, 0.3, 0.6], [0.0, 0.0, 0.0], [0.0, 0.3, -0.3], [-0.3, -0.2, -0.1], [0.0, 0.1, 0.2], [0.3, 0.3, 0.0], [0.1, 0.0, 0.1]],
  "fmax_ev_per_a": 0.682,
  "e_above_lowest_kcal_mol": 9.76,
  "homo_ha": -0.1606,
  "total_charge": -1
}



Record 16
{
  "formula": "C2H5O2S",
  "method": "wB97M-V/def2-TZVPD",
  "symbols": ["C", "O", "H", "H", "H", "C", "S", "H", "O", "H"],
  "positions_angstrom": [[-0.7003, 1.4525, 1.5300], [-1.4961, 0.8475, 0.7565], [0.5953, 0.0724, -1.0555], [0.9503, -0.8676, -2.4201], [1.8348, -1.3311, -0.9376], [0.9137, -0.9324, -1.3356], [-0.5210, -1.8798, -0.6165], [-0.7937, -1.0843, 0.4024], [0.1154, 1.1899, 2.3580], [-0.8984, 2.5330, 1.3185]],
  "atomic_forces_ev_per_a": [[0.1, -0.3, 0.3], [-0.2, 0.2, -0.3], [1.0, 0.1, 0.3], [-0.3, -0.7, -0.1], [0.2, 0.4, 0.2], [-1.4, 0.3, 0.5], [0.5, -0.7, -1.2], [0.1, 0.4, 0.3], [0.4, -0.3, 0.3], [-0.3, 0.5, -0.3]],
  "fmax_ev_per_a": 1.564,
  "e_above_lowest_kcal_mol": 36.17,
  "homo_ha": [-0.3367, -0.3347],
  "multiplicity": 2
}



Record 17
{
  "formula": "C2H5O2S2",
  "method": "wB97M-V/def2-TZVPD",
  "symbols": ["S", "H", "H", "S", "C", "H", "H", "H", "C", "O", "O"],
  "positions_angstrom": [[-1.9624, 0.0533, -0.1422], [-0.3146, -1.0506, 1.2239], [-0.9981, -2.1427, 0.0166], [-0.3922, 0.8329, -1.2502], [2.4531, -0.0749, 0.7856], [3.5410, 0.0648, 0.9970], [0.5694, 0.8838, -0.2341], [-1.9125, -1.7572, 1.4737], [-1.2310, -1.3475, 0.7259], [1.7502, 0.9399, 1.0595], [2.1065, -1.1404, 0.2558]],
  "atomic_forces_ev_per_a": [[-0.2, 0.3, 0.3], [0.1, 0.1, -0.1], [0.1, 0.0, 0.0], [0.1, -0.3, 0.0], [0.0, 0.3, -0.4], [0.2, -0.2, 0.2], [-0.2, 0.1, 0.1], [-0.3, 0.3, -0.1], [0.4, -0.5, -0.3], [-0.2, -0.2, -0.1], [0.0, 0.0, 0.2]],
  "fmax_ev_per_a": 0.683,
  "e_above_lowest_kcal_mol": 7.85,
  "homo_ha": -0.1560,
  "total_charge": -1
}



Record 18
{
  "formula": "C2H5O2S2",
  "method": "wB97M-V/def2-TZVPD",
  "symbols": ["H", "C", "H", "C", "O", "S", "H", "H", "S", "H", "O"],
  "positions_angstrom": [[0.4579, -1.4814, -0.5160], [-2.1916, 1.0055, 1.0535], [-2.9137, 0.8120, 0.1999], [1.2600, -1.1341, 0.1324], [-2.5046, 1.9378, 1.8041], [1.4541, 1.1139, -1.8122], [0.6289, 0.3680, -2.5442], [1.6955, -1.9848, 0.6352], [2.5232, -0.4026, -0.9321], [0.8614, -0.3952, 0.8282], [-1.2712, 0.1608, 1.1511]],
  "atomic_forces_ev_per_a": [[-0.1, 0.0, 0.2], [-0.5, -0.8, 0.2], [0.2, 0.2, -0.1], [-0.3, 0.4, -0.3], [0.1, 0.5, 0.1], [0.2, 0.2, 0.3], [-0.2, -0.2, -0.2], [0.3, -0.2, 0.2], [0.1, -0.1, -0.1], [-0.1, -0.2, 0.0], [0.2, 0.1, -0.1]],
  "fmax_ev_per_a": 0.964,
  "e_above_lowest_kcal_mol": 16.37,
  "homo_ha": -0.1470,
  "total_charge": -1
}



Record 19
{
  "formula": "C2H5O3",
  "method": "wB97M-V/def2-TZVPD",
  "symbols": ["O", "H", "H", "H", "H", "C", "O", "H", "C", "O"],
  "positions_angstrom": [[0.8110, -1.0645, 0.8027], [-3.0342, 0.7900, 0.6857], [0.1341, -0.3294, 0.8178], [1.3885, -0.8135, -1.1524], [2.5437, -1.5434, -0.0023], [1.8095, -0.7363, -0.1365], [-2.6947, 1.6982, -1.0505], [2.3746, 0.1938, -0.0728], [-2.2551, 1.0695, -0.0584], [-1.0774, 0.7355, 0.1666]],
  "atomic_forces_ev_per_a": [[-0.1, 1.4, 0.5], [0.0, -0.2, 0.3], [0.2, -0.6, -0.4], [0.3, 0.2, 0.1], [0.1, 0.2, -0.4], [-0.2, -1.6, -0.4], [0.1, -0.3, 0.5], [-0.4, 0.4, 0.5], [-0.6, 0.7, -1.2], [0.6, -0.2, 0.4]],
  "fmax_ev_per_a": 1.646,
  "e_above_lowest_kcal_mol": 22.03,
  "homo_ha": -0.1578,
  "total_charge": -1
}



Record 20
{
  "formula": "C2H5O3P",
  "method": "wB97M-V/def2-TZVPD",
  "symbols": ["O", "O", "H", "H", "H", "O", "C", "H", "H", "C", "P"],
  "positions_angstrom": [[-1.6670, 1.4691, -0.0575], [-0.8067, -0.8721, -1.0052], [-2.2453, -1.9680, 0.1423], [2.4235, 1.2111, 0.6547], [1.4759, 2.3210, 0.0588], [-0.9194, -0.7264, 1.0935], [1.7981, 1.4000, -0.1825], [2.1046, 0.8669, -1.1352], [-0.4041, -2.4601, 0.2908], [-1.1266, -1.6878, 0.1244], [-0.6331, 0.4462, 0.0159]],
  "atomic_forces_ev_per_a": [[0.3, 0.6, -0.1], [0.2, 0.5, -0.3], [1.8, -0.1, -0.3], [0.4, -1.4, 0.7], [-1.4, 3.5, -0.9], [0.4, 1.3, 2.4], [-1.4, -4.7, -0.8], [-0.6, 1.5, 1.1], [0.0, -0.9, -0.4], [-1.7, 0.0, -0.6], [1.9, -0.4, -0.8]],
  "fmax_ev_per_a": 4.994,
  "e_above_lowest_kcal_mol": 65.05,
  "homo_ha": -0.3589
}